Record 1
2 unconnected molecules or ions with the total composition C3H9NO. Source: the OMol25 dataset; level of theory: ωB97M-V/def2-TZVPD.

Element x y z (Å)
1 N -1.3715 -0.1007 2.4096
2 C -0.3745 0.0561 1.3343
3 C 0.3991 -2.0385 0.2645
4 C -0.4974 -1.0587 0.3427
5 H -2.2185 -0.5561 2.0955
6 H -1.6349 0.7790 2.8302
7 H 0.6206 0.0541 1.7913
8 H -0.4919 1.0212 0.8452
9 H 0.2472 -2.8335 -0.4444
10 H 1.2715 -2.1087 0.9125
11 H -1.3899 -1.1164 -0.2635
12 H 1.8080 3.4226 -4.1829
13 H 1.6814 1.9942 -3.5791
14 O 1.9510 2.4854 -4.3558

Summary:
2S+1: 1
E_HOMO (eV): -9.2
Orbital gap (Ha): 0.3669
E_LUMO (Ha): 0.027
SMILES: C=CCN.O

Löwdin population analysis, charges in e, atoms 1 to 8: -0.02, -0.30, 0.00, -0.19, 0.05, 0.06, 0.10, 0.10

Record 2
2 unconnected molecules or ions with the total composition C3H9NO. Source: the OMol25 dataset; level of theory: ωB97M-V/def2-TZVPD.

Element x y z (Å)
1 C -0.1279 -0.2811 3.7422
2 C -0.5098 0.2833 2.5858
3 H 0.7616 -0.8983 3.7321
4 H -0.4472 -0.0256 4.7385
5 H 0.1655 0.2043 1.7380
6 H -1.3839 0.8926 2.4064
7 N 0.9737 -0.4913 -2.3692
8 C -0.3150 0.0371 -2.6117
9 O -0.5341 1.0671 -1.5989
10 H 1.0786 -1.4767 -2.5865
11 H 1.7227 0.0103 -2.8128
12 H -1.1608 -0.6332 -2.4405
13 H -0.3257 0.5592 -3.5773
14 H 0.1022 0.7521 -0.9462

Summary:
2S+1: 2
Net charge: +1
E_HOMO (alpha / beta) (eV): -14.7 / -12.8
Orbital gap (alpha / beta) (Ha): 0.4275 / 0.1023
E_LUMO (alpha / beta) (Ha): -0.112 / -0.369

Löwdin population analysis, charges in e, atoms 1 to 8: 0.04, 0.02, 0.07, 0.08, 0.05, 0.07, 0.17, -0.22

Record 3
2 unconnected molecules or ions with the total composition C3H9NO2. Source: the OMol25 dataset; level of theory: ωB97M-V/def2-TZVPD.

Element x y z (Å)
1 C -0.1530 1.5770 1.6131
2 N -1.1946 1.2726 0.5908
3 H -0.7530 0.6535 -0.2398
4 H -1.9757 0.9078 1.1263
5 H -1.5064 2.1591 0.1976
6 H 0.5550 0.7701 1.6917
7 H -0.6250 1.9078 2.5325
8 H 0.4668 2.3980 1.2646
9 C 0.6962 -2.3183 -1.0655
10 C 0.7422 -0.8284 -1.4915
11 O 0.4989 -0.0167 -0.5048
12 O 1.0979 -0.5288 -2.6165
13 H 1.0410 -2.9076 -1.9195
14 H -0.3288 -2.6171 -0.8961
15 H 1.4384 -2.4290 -0.2829

Summary:
2S+1: 1
E_HOMO (eV): -8.3
Orbital gap (Ha): 0.3072
E_LUMO (Ha): 0.003

Löwdin population analysis, charges in e, atoms 1 to 8: -0.06, 0.07, 0.10, 0.14, 0.14, 0.08, 0.09, 0.09

Record 4
3 unconnected molecules or ions with the total composition C3H9NO2. Source: the OMol25 dataset; level of theory: ωB97M-V/def2-TZVPD.

Element x y z (Å)
1 C -0.0564 -0.0976 1.0472
2 C -1.4651 -0.2414 1.0692
3 C -2.1543 -0.4415 -0.1845
4 N -1.6818 -0.1394 -1.3221
5 O 2.3638 0.3389 0.4439
6 H 0.4196 -1.1103 1.0991
7 H 0.2303 0.4529 0.1596
8 H 0.3500 0.4922 1.8802
9 H -3.2148 -0.7055 -0.1636
10 H -2.1131 -0.3712 1.9410
11 H 1.6038 0.3049 -2.4788
12 H -0.6505 0.0897 -1.3505
13 H 3.3181 0.2784 0.3339
14 H 1.8873 0.5479 -0.7995
15 O 1.1630 0.6020 -1.6751

Summary:
2S+1: 1
E_HOMO (eV): -8.2
Orbital gap (Ha): 0.1693
E_LUMO (Ha): -0.132

Löwdin population analysis, charges in e, atoms 1 to 8: -0.09, 0.09, -0.20, 0.22, -0.34, 0.17, 0.05, 0.12

Record 5
2 unconnected molecules or ions with the total composition C3H9NO2. Source: the OMol25 dataset; level of theory: ωB97M-V/def2-TZVPD.

Element x y z (Å)
1 C 3.4573 0.1180 0.5805
2 C 2.3945 -0.6366 0.7893
3 O 1.4120 -0.6989 -0.1679
4 H 4.1715 0.3362 1.3616
5 H 3.5733 0.6927 -0.3269
6 H 2.2275 -1.3079 1.6226
7 H 0.9484 -1.5368 -0.1935
8 N -2.5925 1.1975 -1.0472
9 C -2.6453 -0.0562 -0.3396
10 O -1.3977 -0.6263 -0.0288
11 H -2.4668 1.9872 -0.4278
12 H -1.8357 1.2045 -1.7206
13 H -3.2915 0.0687 0.5377
14 H -3.1751 -0.7750 -0.9469
15 H -0.7800 0.0331 0.3076

Summary:
2S+1: 1
E_HOMO (eV): -9.3
Orbital gap (Ha): 0.3729
E_LUMO (Ha): 0.032
SMILES: C=CO.NCO

Löwdin population analysis, charges in e, atoms 1 to 8: 0.01, -0.27, -0.04, 0.05, 0.06, 0.11, 0.09, 0.02

Record 6
3 unconnected molecules or ions with the total composition C3H9NO2. Source: the OMol25 dataset; level of theory: ωB97M-V/def2-TZVPD.

Element x y z (Å)
1 C -1.0258 0.8084 1.0524
2 C -1.2450 -0.3002 1.7953
3 C -0.8769 -0.2355 -1.0644
4 N -1.2022 0.8142 -0.3851
5 H -0.7131 1.6535 1.5577
6 H -1.8612 -1.2823 1.4569
7 H -1.1584 -0.2410 2.9345
8 H -0.8084 -0.1870 -2.2004
9 H -0.9929 -1.2718 -0.7328
10 H 2.0749 1.0270 0.9313
11 H 0.8100 1.3147 0.1746
12 O 1.5489 1.7811 0.5063
13 H 1.8717 -0.8267 -1.3930
14 H 2.0445 -1.4961 -2.7055
15 O 1.5339 -1.5583 -1.9280

Summary:
2S+1: 1
E_HOMO (eV): -9.6
Orbital gap (Ha): 0.3608
E_LUMO (Ha): 0.007
SMILES: C=CN=C.O.O

Löwdin population analysis, charges in e, atoms 1 to 8: -0.26, -0.01, -0.07, -0.03, 0.07, 0.11, 0.07, 0.09

Record 7
A single C3H9NO2 molecule. Source: the OMol25 dataset; level of theory: ωB97M-V/def2-TZVPD.

Element x y z (Å)
1 C 0.7729 -0.3364 -0.1244
2 C -0.6433 -0.3243 0.4145
3 C -1.4266 0.9347 0.0965
4 N 1.4077 0.9501 -0.0704
5 O 1.5002 -1.3811 0.4973
6 O -1.2688 -1.5288 -0.2543
7 H 2.2665 -1.6053 -0.0422
8 H -1.4678 -1.3770 -1.1861
9 H 0.4912 -0.6491 -1.1941
10 H -0.6532 -0.5706 1.4768
11 H 1.5679 1.2132 0.8964
12 H 2.3010 0.9432 -0.5496
13 H -1.4552 1.0988 -0.9791
14 H -2.4453 0.8373 0.4630
15 H -0.9469 1.7955 0.5559

Summary:
2S+1: 1
E_HOMO (eV): -9.8
Orbital gap (Ha): 0.3918
E_LUMO (Ha): 0.030
SMILES: C[C@@H](O)[C@@H](N)O

Löwdin population analysis, charges in e, atoms 1 to 8: -0.48, -0.33, -0.05, 0.07, -0.01, -0.08, 0.09, 0.07

Record 8
2 unconnected molecules or ions with the total composition C3H9NO2. Source: the OMol25 dataset; level of theory: ωB97M-V/def2-TZVPD.

Element x y z (Å)
1 C 1.0358 0.8827 1.3947
2 C 1.9735 -0.2637 1.0374
3 O 2.9809 -0.4591 1.6613
4 N 1.5119 -1.0665 0.0322
5 H 1.8800 -1.9328 -0.3276
6 H 0.6443 -0.7788 -0.4135
7 H 0.3546 1.2300 0.6168
8 H 1.5976 1.7668 1.6821
9 H 0.4588 0.5894 2.2708
10 C -2.3816 0.1047 -1.0885
11 O -1.2611 -0.6726 -1.5852
12 H -0.8716 -0.2195 -2.3362
13 H -2.3412 1.1390 -1.4238
14 H -3.2675 -0.3670 -1.5139
15 H -2.3144 0.0475 -0.0065

Summary:
2S+1: 1
E_HOMO (eV): -9.6
Orbital gap (Ha): 0.3738
E_LUMO (Ha): 0.021
SMILES: CC(N)=O.CO

Löwdin population analysis, charges in e, atoms 1 to 8: -0.01, -0.60, 0.05, 0.15, 0.11, 0.06, 0.06, 0.08

Max |F| values, unit eV/Å, following the record order: 1.01; 1.95; 1.89; 2.06; 1.04; 5.10; 2.21; 1.47.
Relative energy (zero: lowest compared OMol25 entry of this formula, charge and spin) values, unit kcal/mol, following the record order: 35.4; 77.4; 40.0; 146.4; 49.7; 86.7; 34.0; 21.3.